Density functional theory data (ωB97M-V with the def2-TZVPD basis set) for a structure of composition C18H18Br4F5O4PSiTi in a non-equilibrium geometry.

Positions of all 52 atoms, in Å:
Br  -2.3523  1.1142  -3.2621
Br  -2.8555  5.6707  0.1690
Br  -3.8818  3.9828  -2.4790
Br  -0.3152  4.4730  1.9816
Ti  0.7473  0.0083  0.2479
P  -1.0248  -1.8056  1.6595
Si  0.9083  -2.8395  -1.3226
F  6.8251  0.4351  0.9646
F  3.0416  1.4085  -1.6675
F  5.2654  -0.9745  2.6819
F  5.7267  1.6390  -1.1999
F  2.5763  -1.2298  2.1688
O  0.6791  1.8395  0.7950
O  -0.3937  -0.4271  1.8128
O  0.4288  -1.8805  -0.1068
O  -0.0757  0.5423  -1.3058
C  -2.0012  4.0610  -0.3268
C  2.7428  0.0471  0.2168
C  -0.3036  2.3757  0.1251
C  0.1714  -2.2745  -2.9679
C  2.7993  -2.8515  -1.4073
C  -2.2152  -1.8568  3.0723
C  -0.9423  3.5709  0.4445
C  3.5879  0.7912  -0.5979
C  4.7127  -0.4081  1.5973
C  5.5123  0.3176  0.7293
C  4.9410  0.9275  -0.3785
C  -2.4378  3.3502  -1.4377
C  -0.0504  -3.2509  2.2049
C  -1.7965  2.1521  -1.7804
C  -0.7386  1.6609  -1.0373
C  3.3711  -0.5239  1.3139
C  0.3231  -4.6257  -1.0220
C  -2.2706  -1.9404  0.3302
H  3.1731  -3.6293  -2.0795
H  -3.0002  -1.1566  0.5404
H  3.2232  -3.0299  -0.4162
H  -0.6795  -4.1412  2.1555
H  -2.7355  -2.8151  3.1252
H  -2.9497  -1.0569  2.9761
H  -1.6628  -1.6962  3.9989
H  3.1719  -1.8884  -1.7578
H  -2.7746  -2.9069  0.3967
H  -1.8494  -1.8011  -0.6579
H  0.6955  -2.7157  -3.8202
H  0.2193  -3.0527  3.2427
H  0.8442  -3.3896  1.6153
H  0.2477  -1.1884  -3.0420
H  -0.8855  -2.5386  -3.0583
H  0.9011  -5.1153  -0.2345
H  0.4387  -5.2145  -1.9356
H  -0.7320  -4.6555  -0.7360

Output
Kohn-Sham gap (spin up / spin down) = 5.828 / 7.385 eV
Spin multiplicity = 2
⟨S²⟩ = 0.7574
Charge = -1
Electronic energy = -361194.7608 eV

=====

Density functional theory data (ωB97M-V with the def2-TZVPD basis set) for an isolated molecule of C2H3N3 in a non-equilibrium geometry.

Positions of all 8 atoms, in Å:
N  1.4460  0.4702  -0.5814
N  -0.6458  -0.5245  2.0070
N  -0.8178  0.0410  -1.2797
C  0.2556  0.1275  -0.3683
C  -0.2300  -0.0940  1.0102
H  -1.3540  -0.7872  -1.1405
H  1.9067  0.4455  -1.4647
H  -0.5831  0.2337  -2.2679

Output
SMILES = [H]/N=C(\N)C#N
Kohn-Sham gap = 11.094 eV
Charge = 0
Electronic energy = -6591.8846 eV

=====

Density functional theory data (ωB97M-V with the def2-TZVPD basis set) for a structure of composition C27H21F2KN7S.

Positions of all 59 atoms, in Å:
K  0.7055  1.6824  0.8359
S  2.5764  1.9939  3.3540
F  -5.0562  1.5934  2.4910
F  -4.4218  3.1005  -1.8646
N  3.8356  0.4078  1.4483
N  3.1924  1.0932  0.4914
N  3.9333  -0.2726  3.5803
N  0.2953  -1.1674  -1.7658
N  -0.9883  0.3966  2.7508
N  1.9257  2.4142  -1.6128
N  -0.0087  -1.8069  0.8579
C  3.5346  1.4929  -3.1134
C  3.4649  0.6816  2.7035
C  -1.9810  1.6336  0.4513
C  -2.5610  2.2012  -0.6972
C  -4.7406  2.3520  0.3284
C  3.0226  1.6660  -1.8255
C  -0.1076  -2.4335  -1.4720
C  -0.7755  -4.7123  -2.0909
C  -4.1758  1.8018  1.4627
C  -2.8321  1.4524  1.5715
C  -0.9648  -0.1294  5.0933
C  -2.2467  0.3823  5.2058
C  -2.2362  0.8955  2.8438
C  -0.6950  -4.0406  0.2371
C  3.6954  1.0251  -0.6808
C  -0.3605  -3.4088  -2.4608
C  2.9177  2.1139  -4.1846
C  -0.1813  -3.0127  -3.8053
C  1.3323  2.9969  -2.6564
C  -2.8847  0.8969  4.0893
C  -0.3804  -0.0851  3.8394
C  1.7873  2.8886  -3.9623
C  0.2157  -1.7427  -4.0906
C  -0.2870  -2.7614  -0.0834
C  -0.9339  -5.0032  -0.7660
C  0.4456  -0.8442  -3.0250
C  -3.8926  2.5510  -0.7406
H  -1.9704  2.3609  -1.6048
H  -0.4241  -0.5225  5.9442
H  -0.3928  -1.9345  1.7776
H  -5.7916  2.6046  0.2898
H  -1.2573  -5.9963  -0.4698
H  -2.7526  0.3929  6.1649
H  4.6228  0.4858  -0.8566
H  0.7560  0.1713  -3.2333
H  4.0323  0.0373  4.5288
H  -0.3689  -3.7313  -4.5959
H  4.4131  0.8751  -3.2560
H  -0.8343  -4.3015  1.2820
H  4.6580  -0.8681  3.2100
H  0.4475  3.5880  -2.4329
H  0.3554  -1.4108  -5.1127
H  1.2675  3.3863  -4.7713
H  -3.8747  1.3109  4.1867
H  -0.0368  -0.8421  0.5528
H  -0.9678  -5.4550  -2.8585
H  3.3067  1.9850  -5.1876
H  0.6435  -0.4289  3.7046

Output
Kohn-Sham gap = 6.423 eV
Charge = -1
Electronic energy = -71367.6540 eV

=====

Density functional theory data (ωB97M-V with the def2-TZVPD basis set) for a cluster of 2 separate species, C2H8OS2 in total in a non-equilibrium geometry.

Positions of all 13 atoms, in Å:
S  -1.9006  0.0551  2.3158
S  -2.9747  -0.5729  0.6092
O  -0.2898  1.2048  -0.7941
C  1.6531  -0.3649  -0.0800
C  0.6901  0.1770  -1.1492
H  -2.6765  0.6186  0.0506
H  0.0561  -0.7447  -1.4993
H  1.1099  -1.0569  0.6427
H  -1.7913  -1.2849  2.9053
H  2.3682  -1.0233  -0.5488
H  0.0924  2.0800  -0.8720
H  2.2963  0.4057  0.5039
H  1.3667  0.5064  -2.0840

Output
Kohn-Sham gap (spin up / spin down) = 2.910 / 6.600 eV
Spin multiplicity = 2
⟨S²⟩ = 0.7533
Charge = -1
Electronic energy = -25919.8488 eV

=====

Density functional theory data (ωB97M-V with the def2-TZVPD basis set) for the ion C2H2N3O3P with charge -2 in a non-equilibrium geometry.

Positions of all 11 atoms, in Å:
P  1.4453  -2.1039  0.8275
O  1.2259  -2.6791  2.2412
O  0.8280  -2.7600  -0.3635
O  2.8783  -1.6217  0.6307
N  -1.4909  2.6936  0.2829
N  -0.2985  0.1220  -0.1658
N  -1.3237  2.0775  -0.8348
C  0.3008  -0.5970  0.5252
C  -0.9032  0.8881  -1.0586
H  -1.8176  3.5630  -0.0492
H  -0.8444  0.4174  -2.0355

Output
Kohn-Sham gap = 7.310 eV
Charge = -2
Electronic energy = -22007.0572 eV

=====

Density functional theory data (ωB97M-V with the def2-TZVPD basis set) for an isolated molecule of C4H8N2 in a non-equilibrium geometry.

Positions of all 14 atoms, in Å:
N  1.3762  1.4126  0.6800
N  -0.8862  1.8744  0.2933
C  0.9007  -1.4428  0.0796
C  -1.1717  -0.6309  -0.9801
C  -0.0817  -0.3664  -0.2554
C  0.2112  1.0215  0.2886
H  -1.3615  -1.6475  -1.2698
H  1.8003  -1.4400  -0.5597
H  0.4255  -2.4472  0.0371
H  -1.9228  0.1222  -1.2656
H  -1.7860  1.4474  0.4401
H  -0.7964  2.7225  0.8539
H  2.0759  0.7283  0.4774
H  1.2167  -1.3541  1.1806

Output
SMILES = [H]/N=C(/N)C(=C)C
Kohn-Sham gap = 10.275 eV
Charge = 0
Electronic energy = -7257.3948 eV

=====

Density functional theory data (ωB97M-V with the def2-TZVPD basis set) for a structure of composition C47H38N9O3P2RuSi in a non-equilibrium geometry.

Positions of all 101 atoms, in Å:
Ru  0.2199  0.1580  -0.2877
P  -0.0412  -2.3553  -0.8944
P  -0.6442  2.4424  0.7143
Si  2.2866  0.5906  -1.5581
O  0.5376  -3.1740  2.7672
O  -0.1820  -1.4129  1.5669
O  2.3163  -0.3154  1.2776
N  -2.1464  0.0412  -0.1012
N  -2.2443  0.4527  -4.1835
N  -0.8842  0.3466  -2.4526
N  -1.0418  0.9611  -4.5115
N  -3.9208  -0.0187  1.1157
N  -2.6487  0.2017  1.1339
N  -0.2534  0.9058  -3.4967
N  -4.3178  -0.3282  -0.1297
N  -3.1273  -0.5256  -2.2013
C  0.8959  4.1702  2.3837
C  -1.5267  3.3469  -1.7646
C  -2.8155  3.0975  2.3966
C  2.7478  1.6810  -4.1690
C  -4.0804  -4.5894  -0.3772
C  1.4583  -3.9603  -4.9649
C  3.8597  -0.3100  -0.9190
C  0.7710  2.9706  1.7032
C  0.9725  -3.1388  0.4073
C  -2.4642  -2.9678  0.3625
C  -3.2637  -4.8998  -1.4533
C  -3.2024  -0.2884  -0.8427
C  2.8996  2.2470  2.6813
C  3.1848  0.4622  -6.1935
C  4.8054  0.4133  -0.1902
C  2.0099  4.4383  3.1736
C  0.5801  -3.0448  -2.4731
C  5.9835  -0.1657  0.2560
C  -0.2823  4.6971  -3.3089
C  -3.0832  5.6984  1.4746
C  0.4076  -2.5300  1.7299
C  0.4171  -3.0436  -4.8899
C  -2.1221  4.8636  0.9262
C  -2.1159  0.0903  -2.9164
C  -3.9261  5.2325  2.4736
C  2.0695  -4.4036  -3.8017
C  -0.0162  -2.5936  -3.6555
C  6.2502  -1.5015  -0.0140
C  0.7090  4.0370  -1.2180
C  4.1421  -1.6542  -1.1636
C  -2.0498  -4.2506  -1.6230
C  3.0109  3.4571  3.3074
C  0.7874  4.7149  -2.4277
C  1.7704  1.9598  1.8497
C  -3.6734  -3.6241  0.5306
C  -1.6296  -3.2751  -0.7166
C  2.7746  -0.7019  -4.1302
C  -3.7910  3.9295  2.9273
C  3.0288  1.6698  -5.5238
C  5.3183  -2.2451  -0.7231
C  -1.4435  4.0145  -2.9728
C  3.0526  -0.7244  -5.4905
C  1.6361  -3.9475  -2.5636
C  -0.4444  3.3374  -0.8829
C  -1.9751  3.5500  1.3802
C  2.6120  0.4981  -3.4410
C  1.6537  0.7147  1.2282
H  -5.0326  -5.0923  -0.2530
H  4.6097  1.4569  0.0345
H  -3.5751  -5.6447  -2.1771
H  0.1132  4.9135  2.3004
H  -4.0137  -0.5553  -2.6754
H  -1.4813  5.2373  0.1387
H  3.4023  0.4480  -7.2558
H  -3.1730  6.7191  1.1200
H  6.6977  0.4250  0.8194
H  -2.2786  3.9890  -3.6610
H  -0.2124  5.2061  -4.2628
H  7.1701  -1.9573  0.3337
H  3.1178  2.6032  -6.0692
H  -4.3050  -3.3612  1.3696
H  0.9063  -4.2264  0.4167
H  3.1551  -1.6755  -6.0021
H  2.0130  -2.8206  0.3004
H  1.5358  4.0588  -0.5193
H  -2.1705  -2.2003  1.0665
H  3.4311  -2.2616  -1.7122
H  2.0967  5.3863  3.6906
H  -2.7119  2.0832  2.7493
H  1.6924  5.2532  -2.6867
H  -2.4424  2.8319  -1.4944
H  2.6696  -1.6462  -3.6083
H  -4.4548  3.5556  3.6975
H  2.1118  -4.3086  -1.6598
H  -0.8395  -1.8929  -3.5934
H  3.6579  1.4817  2.7969
H  -4.6832  5.8848  2.8937
H  2.7724  1.9963  -1.3184
H  -0.0459  -2.6640  -5.7921
H  -1.4321  -4.5161  -2.4684
H  3.8768  3.6699  3.9257
H  2.8896  -5.1102  -3.8595
H  1.7884  -4.3319  -5.9280
H  2.6008  2.6244  -3.6592
H  5.5097  -3.2927  -0.9304

Output
Kohn-Sham gap (spin up / spin down) = 5.124 / 6.653 eV
Spin multiplicity = 6
⟨S²⟩ = 8.8067
Charge = -2
Electronic energy = -97945.2425 eV

=====

Density functional theory data (ωB97M-V with the def2-TZVPD basis set) for an isolated molecule of C3H6N2O in a non-equilibrium geometry.

Positions of all 12 atoms, in Å:
O  -0.6965  1.3981  0.3701
N  1.2134  -0.0170  -0.5149
N  1.7044  1.1013  0.4838
C  1.5016  -1.3881  -0.0520
C  0.4879  0.8899  0.2650
C  -2.1227  0.7581  -0.0467
H  -2.6616  1.6130  -0.1933
H  2.3580  -1.6625  -0.5567
H  -2.4421  0.1492  0.7164
H  0.6740  -1.9110  -0.3491
H  -1.8522  0.4305  -1.0760
H  1.8358  -1.3616  0.9532

Output
Kohn-Sham gap (spin up / spin down) = 5.182 / 9.057 eV
Spin multiplicity = 3
⟨S²⟩ = 2.0060
Charge = 0
Electronic energy = -8227.0760 eV